{
  "formula": "C39H61Br60N2O4PSi2",
  "method": "the ωB97M-V functional and the def2-TZVPD basis",
  "elements": ["C", "C", "Si", "C", "N", "O", "Si", "C", "C", "C", "C", "C", "C", "C", "C", "C", "C", "C", "O", "C", "O", "C", "C", "C", "O", "C", "P", "N", "H", "H", "H", "H", "H", "H", "H", "H", "H", "H", "H", "H", "H", "H", "H", "H", "H", "H", "H", "H", "H", "H", "H", "H", "H", "H", "H", "H", "H", "H", "H", "H", "H", "H", "H", "H", "H", "H", "H", "H", "H", "C", "Br", "Br", "Br", "H", "C", "Br", "Br", "Br", "H", "C", "Br", "Br", "Br", "H", "C", "Br", "Br", "Br", "H", "C", "Br", "Br", "Br", "H", "C", "Br", "Br", "Br", "H", "C", "Br", "Br", "Br", "H", "C", "Br", "Br", "Br", "H", "C", "Br", "Br", "Br", "H", "C", "Br", "Br", "Br", "H", "C", "Br", "Br", "Br", "H", "C", "Br", "Br", "Br", "H", "C", "Br", "Br", "Br", "H", "C", "Br", "Br", "Br", "H", "C", "Br", "Br", "Br", "H", "C", "Br", "Br", "Br", "H", "C", "Br", "Br", "Br", "H", "C", "Br", "Br", "Br", "H", "C", "Br", "Br", "Br", "H", "C", "Br", "Br", "Br", "H"],
  "xyz": [[-0.9504, -6.8154, -1.6956], [0.0064, -6.1590, -1.2943], [1.4725, -5.3024, -0.6405], [2.3016, -6.5050, 0.5341], [2.4509, -7.8549, -0.0493], [1.1677, -3.9340, 0.2104], [-0.1300, -2.9094, -0.1862], [-0.2342, -2.5092, -2.0084], [0.9242, -1.7227, -2.6895], [2.1339, -1.3712, -1.8404], [3.2176, -0.6545, -2.6740], [3.7666, -1.4348, -3.8930], [3.4544, -0.6931, -5.2160], [2.3943, -1.4595, -6.0304], [0.0794, -1.3668, 0.8879], [1.4099, -1.2721, 1.6476], [1.6512, 0.0741, 2.3346], [2.1945, 1.1716, 1.4314], [1.2561, 1.4569, 0.3568], [0.1872, 2.1282, 0.8006], [-0.7717, 2.3513, 0.0855], [-1.7530, -3.7302, 0.3627], [-2.8252, -3.8708, -0.7321], [-3.7947, -2.6734, -0.7840], [-5.1550, -3.0593, -0.6707], [-5.6329, -3.6985, -1.8277], [2.8644, -5.0141, -2.4046], [2.0302, -4.8845, -3.7564], [-1.8193, -7.3960, -1.9282], [3.2513, -6.0977, 0.8886], [1.6461, -6.5878, 1.4084], [2.1733, -7.9012, -1.0204], [3.3920, -8.2039, 0.0537], [-1.1556, -1.9337, -2.1438], [-0.3853, -3.4420, -2.5628], [1.1920, -2.2560, -3.5998], [0.5091, -0.7661, -3.0262], [1.8383, -0.6394, -1.0855], [2.6240, -2.2341, -1.3876], [4.0569, -0.5340, -1.9784], [2.8865, 0.3535, -2.9250], [4.8525, -1.4736, -3.7936], [3.3831, -2.4530, -3.9651], [4.3376, -0.5689, -5.8407], [3.0631, 0.3061, -5.0306], [2.6423, -2.5188, -6.0252], [1.4196, -1.3066, -5.5645], [2.3335, -1.0457, -7.0365], [-0.7349, -1.2952, 1.6131], [0.0092, -0.5314, 0.1859], [2.2624, -1.4748, 0.9929], [1.4294, -2.0383, 2.4225], [2.4282, -0.0735, 3.0926], [0.7450, 0.4553, 2.8127], [2.2865, 2.0759, 2.0338], [3.1763, 0.9078, 1.0514], [0.2247, 2.5017, 1.8339], [-1.4781, -4.7401, 0.6788], [-2.1502, -3.2087, 1.2333], [-3.4512, -4.7275, -0.4631], [-2.4124, -4.0956, -1.7140], [-3.5749, -1.9497, -0.0006], [-3.6870, -2.1774, -1.7592], [-5.2310, -4.7154, -1.9295], [-5.3641, -3.1558, -2.7413], [-6.7133, -3.7985, -1.7405], [3.7053, -3.9040, -2.1605], [3.7215, -6.1364, -2.4093], [2.2974, -5.6368, -4.3816], [-0.0886, -3.7949, 5.1761], [-0.2068, -4.8295, 3.5685], [0.7921, -2.1184, 4.8597], [-1.8027, -3.5743, 6.0164], [0.5281, -4.3478, 5.8691], [3.1263, 4.8761, -0.6692], [4.1810, 5.5445, -2.1256], [3.3743, 2.9985, -0.3495], [3.3754, 5.9009, 0.9434], [2.0942, 5.0005, -0.9667], [-3.0658, 5.1787, 2.6965], [-1.3813, 5.8869, 2.0878], [-2.9124, 4.4816, 4.4765], [-4.4883, 6.4718, 2.5675], [-3.3245, 4.3604, 2.0386], [-3.7761, 3.7402, 8.1959], [-3.8731, 5.6279, 7.8381], [-2.0434, 3.0419, 7.7548], [-4.2845, 3.3514, 10.0053], [-4.4901, 3.2514, 7.5472], [0.7098, 3.9687, -4.1548], [0.5298, 5.8601, -4.4583], [2.4980, 3.3570, -4.5304], [0.1161, 3.4622, -2.3962], [0.0541, 3.4701, -4.8536], [-7.7422, 3.9795, 3.9151], [-7.7759, 3.2356, 2.1421], [-9.5105, 4.1760, 4.6446], [-6.5896, 2.9502, 5.0608], [-7.3132, 4.9686, 3.8373], [-5.5892, 6.5794, 11.7503], [-4.7671, 5.6703, 13.2334], [-7.5074, 6.5629, 11.8806], [-4.8910, 8.3564, 11.5520], [-5.3248, 6.0334, 10.8548], [-4.1662, 0.0412, 3.2009], [-3.2102, 0.6729, 1.6604], [-3.7837, -1.8004, 3.6100], [-3.8468, 1.1809, 4.7120], [-5.2192, 0.1087, 2.9628], [2.5327, -4.3050, -8.9860], [4.2791, -3.5886, -9.3572], [2.4796, -5.1799, -7.2771], [1.1682, -2.9638, -9.1485], [2.3297, -5.0551, -9.7382], [-1.4629, 9.3829, 13.9288], [-1.0893, 7.7048, 13.0643], [-1.9347, 10.7428, 12.6533], [-2.8117, 9.1904, 15.2841], [-0.5556, 9.7028, 14.4188], [2.2413, 7.9202, -7.6518], [2.6737, 9.7945, -7.6155], [1.6916, 7.3510, -9.4021], [3.6778, 6.8416, -6.9701], [1.3940, 7.7800, -6.9952], [2.8863, -4.5496, -13.2745], [2.8864, -2.6767, -12.8388], [4.5607, -5.3915, -12.8441], [1.4047, -5.4699, -12.4581], [2.7569, -4.6269, -14.3436], [-3.7242, 1.9084, -3.5110], [-2.7555, 2.6774, -4.9891], [-3.2123, 0.0796, -3.2011], [-3.5493, 2.9620, -1.9182], [-4.7675, 1.9086, -3.7890], [-2.8519, 7.9097, -6.7359], [-1.0186, 8.4535, -6.5234], [-2.9861, 6.0466, -7.1892], [-3.8982, 8.3447, -5.1854], [-3.2538, 8.4720, -7.5656], [4.9805, -8.5991, -9.1022], [4.9995, -9.4630, -10.8209], [5.7915, -6.8572, -9.1746], [3.2074, -8.5125, -8.3683], [5.5746, -9.2038, -8.4334], [1.4313, 5.7687, 8.4243], [0.7994, 6.3906, 10.1317], [2.2083, 4.0113, 8.5499], [0.0448, 5.8308, 7.0990], [2.2133, 6.4432, 8.1086], [-0.6307, 9.2811, 3.9659], [-0.6169, 11.1801, 4.2612], [1.0949, 8.4965, 4.2936], [-2.0025, 8.4122, 4.9904], [-0.8626, 9.1197, 2.9228], [-3.4523, -6.2805, 9.1033], [-4.3152, -6.2991, 7.3877], [-1.7679, -7.2133, 9.0711], [-3.2535, -4.4916, 9.7757], [-4.0920, -6.8134, 9.7909], [7.8806, -0.0119, -6.2128], [7.1140, 0.5582, -4.5458], [8.4889, -1.8348, -6.1321], [6.6681, 0.2604, -7.6798], [8.7477, 0.6064, -6.3912], [1.6605, -7.9880, 6.9997], [2.2221, -6.1455, 6.9580], [1.1248, -8.6148, 5.2661], [3.0085, -9.1109, 7.7818], [0.7917, -8.0379, 7.6379]],
  "atomic_forces_ev_per_a": [[1.6, 1.1, 1.0], [-1.9, -1.1, -1.0], [0.8, -0.2, 1.2], [-0.3, -0.4, -0.1], [0.1, 0.2, 0.1], [-0.6, -0.1, -1.0], [-0.6, 0.6, 1.0], [0.6, 0.0, -0.2], [-0.7, 0.1, 0.1], [0.4, 0.6, -0.9], [0.4, -0.8, 0.8], [0.1, 1.4, -0.3], [-0.5, -0.8, -0.4], [0.3, 0.8, 0.4], [0.6, -0.1, -0.3], [0.0, 0.1, 0.0], [0.4, -0.2, -0.3], [-1.0, -0.4, 1.1], [-0.4, -0.3, 0.9], [-1.1, 0.2, -1.3], [1.0, -0.3, 0.8], [0.6, -0.3, -0.8], [-0.6, -0.1, 0.8], [0.2, -0.3, -0.9], [0.0, 0.3, 0.2], [0.1, -0.5, 0.0], [-0.8, 0.1, -1.3], [0.3, -0.1, 0.3], [0.2, 0.1, -0.1], [0.0, 0.1, 0.0], [0.1, 0.2, 0.1], [0.1, -0.1, 0.0], [0.0, 0.0, -0.1], [-0.1, -0.1, 0.2], [0.0, -0.1, 0.0], [0.3, -0.1, 0.1], [0.0, 0.0, -0.1], [0.0, -0.4, 0.3], [-0.3, -0.1, 0.3], [0.0, 0.3, 0.0], [-0.1, 0.0, -0.2], [0.0, -0.3, 0.0], [0.0, 0.0, 0.2], [0.2, -0.1, 0.1], [0.2, 0.1, 0.2], [-0.2, -0.1, -0.3], [-0.1, -0.3, -0.1], [0.0, -0.3, -0.1], [-0.1, 0.0, -0.1], [-0.3, 0.1, 0.2], [0.0, 0.0, 0.0], [0.1, -0.1, -0.3], [-0.1, 0.1, 0.2], [0.0, -0.2, 0.2], [0.3, 0.1, -0.1], [-0.2, -0.1, -0.4], [0.2, -0.1, 0.0], [0.0, 0.0, 0.2], [-0.1, 0.0, 0.1], [0.0, 0.0, -0.1], [0.1, 0.1, 0.0], [-0.2, 0.0, 0.1], [0.1, 0.2, 0.2], [0.1, 0.0, 0.0], [-0.1, 0.2, 0.0], [0.0, 0.2, 0.0], [0.3, -0.2, 0.3], [0.3, 0.2, 0.4], [-0.1, 0.1, -0.2], [0.0, -0.1, 0.2], [0.0, 0.0, -0.1], [-0.1, 0.1, 0.4], [0.1, -0.1, 0.1], [0.0, 0.0, 0.0], [-0.1, 0.0, -0.1], [0.2, 0.1, 0.1], [1.0, 1.2, -0.8], [0.0, 0.0, 0.0], [0.0, 0.0, 0.0], [0.0, 0.0, 0.0], [0.0, 0.0, -0.1], [0.2, 0.3, 0.0], [0.0, 0.0, 0.0], [0.0, 0.0, 0.0], [-0.1, 0.0, -0.1], [-0.1, 0.1, 0.1], [-0.1, -0.2, 0.1], [0.0, 0.0, 0.1], [0.0, 0.0, 0.0], [0.1, -0.1, 0.0], [0.0, 0.0, 0.0], [-0.1, -0.1, -0.1], [0.1, 0.0, -0.2], [0.0, 0.0, 0.0], [0.0, 0.1, 0.1], [0.0, 0.0, 0.0], [0.0, 0.0, 0.0], [-0.3, 0.2, -0.1], [0.0, 0.0, 0.0], [0.1, 0.0, -0.1], [0.0, 0.0, 0.0], [0.0, 0.0, 0.0], [0.0, 0.1, 0.0], [0.0, 0.0, 0.0], [-0.3, -0.1, 0.0], [0.1, 0.1, -0.1], [0.0, 0.1, -0.1], [0.5, -0.5, 0.1], [0.0, 0.0, 0.0], [0.1, -0.1, 0.0], [0.0, 0.2, 0.1], [-0.1, 0.2, 0.1], [-0.1, 0.0, 0.0], [0.0, 0.0, 0.0], [0.0, 0.0, 0.0], [0.0, 0.0, 0.0], [0.0, 0.0, 0.0], [0.0, 0.0, 0.0], [0.0, 0.0, 0.0], [0.1, 0.0, 0.0], [0.0, 0.0, 0.0], [0.0, 0.0, 0.0], [0.0, 0.0, 0.0], [0.1, -0.1, 0.0], [0.1, 0.0, 0.0], [0.0, 0.0, 0.0], [0.0, 0.0, 0.0], [0.0, 0.0, 0.0], [0.0, 0.0, 0.0], [0.0, 0.0, 0.0], [0.0, 0.0, 0.0], [0.0, 0.1, 0.0], [-0.1, 0.0, 0.0], [0.0, 0.0, 0.0], [0.0, -0.1, 0.0], [-0.2, 0.2, 0.0], [0.0, 0.0, 0.0], [0.0, 0.0, 0.0], [0.0, 0.0, 0.0], [0.1, 0.0, 0.0], [0.0, 0.0, 0.0], [0.0, -0.1, 0.0], [0.0, -0.2, -0.1], [0.0, 0.0, 0.0], [0.0, 0.0, 0.0], [0.0, 0.0, 0.0], [0.0, 0.0, 0.0], [0.1, 0.2, -0.1], [0.0, 0.0, 0.0], [0.0, 0.0, 0.0], [0.0, 0.0, 0.0], [0.0, 0.0, 0.0], [-0.1, 0.0, 0.1], [0.0, 0.0, 0.0], [0.0, 0.1, 0.0], [0.0, 0.0, 0.0], [0.0, 0.0, 0.0], [0.0, 0.0, 0.0], [0.0, 0.0, 0.0], [0.0, 0.0, 0.0], [0.0, 0.0, 0.0], [0.0, 0.0, 0.0], [0.0, 0.0, 0.0], [0.0, 0.0, 0.0], [0.0, 0.0, 0.0], [0.1, 0.0, 0.0], [0.0, 0.0, 0.0], [0.0, 0.0, 0.0], [0.0, 0.0, 0.0]],
  "mulliken_charge": [0.1843, -0.4923, 0.1308, -0.3151, -0.5825, -0.7294, -0.9563, -0.1465, -0.7112, 2.0053, -1.1204, -0.1349, 0.4403, -0.9255, 0.6550, -0.0403, -1.0551, -1.7575, 0.7373, -0.4739, -0.3418, 0.0377, -0.8233, 0.5370, -0.5142, -0.7175, 0.2621, -0.4337, 0.4840, 0.3907, 0.0991, 0.2486, 0.2406, -0.2487, 0.5665, -0.1590, 0.5469, -1.2605, -0.1061, 0.4075, 0.3792, 0.3967, -0.2834, -0.1873, -0.1256, 0.0923, 0.1691, 0.4692, 0.6049, -0.2132, -0.1370, 0.4021, 0.4513, 0.4277, 0.7426, 0.5185, 0.4625, 0.2201, 0.3104, 0.7239, 0.2281, -0.1656, -0.1801, 0.2733, 0.2371, 0.2908, -0.0444, 0.1057, 0.0405, 0.1401, 0.1308, 0.0297, 0.0685, -0.3003, -0.1094, -0.0476, 0.0603, -0.0605, 0.1006, -0.2757, 0.0050, 0.3172, -0.0530, 0.2008, -0.0002, 0.0001, -0.0460, -0.0315, 0.0219, -0.2785, 0.0486, -0.0632, 0.1303, 0.1941, -0.3055, -0.0173, -0.0311, 0.0354, 0.2807, 0.2785, -0.0298, -0.0266, 0.0131, -0.2682, -0.4851, 0.0052, -0.0153, 0.0283, 0.3969, 0.0265, -0.0159, -0.0373, -0.0252, 0.0763, -0.4023, 0.0403, -0.0266, -0.0151, 0.3775, 0.4879, -0.0188, -0.0004, -0.0059, -0.5828, -0.3440, 0.0017, 0.0236, -0.0336, 0.3520, -0.4870, 0.0359, 0.0938, -0.0286, 0.3934, -0.3666, 0.0780, -0.0087, -0.0056, 0.3599, -0.2883, -0.0256, -0.0154, -0.0335, 0.3413, -0.4074, 0.0001, -0.0316, 0.1855, 0.3348, -0.2921, -0.0424, -0.0303, -0.0105, 0.2989, -0.3353, -0.0044, 0.0055, -0.0084, 0.3418, -0.3420, -0.0056, -0.0222, -0.0326, 0.3554, 0.0893, -0.0220, -0.0031, -0.0229, -0.0984],
  "orbital_gap_ev": 7.852,
  "homo_ha": -0.30342,
  "e_tot_ev": -4280189.3810,
  "lumo_energy_ev": -0.404,
  "charge": 0,
  "max_force_ev_per_a": 2.4
}

=====

{
  "formula": "C3H3O2P",
  "method": "the ωB97M-V functional and the def2-TZVPD basis",
  "elements": ["C", "C", "C", "O", "O", "P", "H", "H", "H"],
  "xyz": [[-0.0932, 0.7414, -0.7970], [-0.4993, -0.3825, -1.2624], [0.6982, 0.7885, 0.5842], [0.9978, 1.8642, 0.9961], [0.7652, -0.2929, 1.2878], [0.4732, -1.8848, 1.0879], [-0.2129, 1.6572, -1.3306], [-1.1719, -0.8237, -1.7963], [-0.9572, -1.6675, 1.2303]],
  "atomic_forces_ev_per_a": [[1.4, -1.2, 1.2], [3.3, 1.0, 4.3], [-1.8, 2.3, -2.3], [0.7, 0.4, 0.4], [1.2, -0.9, 1.4], [-1.8, 0.6, -1.6], [0.0, 0.9, 0.1], [-3.5, -2.6, -3.5], [0.5, -0.6, 0.1]],
  "nbo_charge": [-0.4130, -0.0737, 0.7892, -0.5427, -0.7642, 0.6714, 0.2472, 0.1656, -0.0798],
  "orbital_gap_ev": [8.082, 8.094],
  "homo_ha": [-0.33737, -0.32426],
  "e_tot_ev": -16539.0563,
  "lumo_energy_ev": [-1.098, -0.730],
  "charge": 0,
  "max_force_ev_per_a": 5.6,
  "e_above_lowest_kcal_mol": 82.5
}